Entry 1:
ORCA calculation (ωB97M-V/def2-TZVPD) on C39H45BCuN10S4 as an isolated structure at a distorted geometry.

Summary:
LUMO level (alpha / beta) = -5.48 / -6.10 eV
calculated total energy = -144722.3609 eV
frontier orbital gap (alpha / beta) = 0.23916 / 0.24910 hartree
2S+1 = 2
<S²> = 0.756
total charge = +2
HOMO level (alpha / beta) = -11.99 / -12.88 eV
molecular weight = 856.5 Da

Geometry as XYZ:
```
100
Properties=species:S:1:pos:R:3:forces:R:3:lowdin_charge:R:1
Cu -2.083 -1.719 2.158 0.30 0.02 -0.41 -0.001
S 0.881 -0.543 3.128 0.50 1.38 0.92 0.741
S 0.129 -2.499 2.043 -0.64 -1.15 -0.74 0.712
S -7.751 -3.728 6.471 -0.46 -0.15 0.34 1.077
S -1.461 0.257 0.911 0.09 -0.09 0.12 1.039
N -0.274 0.871 -1.100 0.20 0.08 0.01 0.014
N 0.967 -1.206 -0.184 -0.17 0.16 0.08 0.044
N 1.357 1.018 0.998 -0.02 0.12 -0.13 0.014
N -3.181 -0.932 3.710 -0.06 -0.11 0.18 0.054
N -7.053 -4.515 5.257 -0.04 0.04 0.10 -0.197
N -6.888 -2.373 6.485 -0.06 -0.10 0.03 -0.197
N -3.423 -3.243 2.306 -0.21 -0.15 0.09 0.044
N 1.951 1.995 0.278 -0.12 0.04 -0.03 0.198
N 0.187 1.304 -2.271 -0.06 -0.06 0.09 0.218
N 1.611 -1.071 -1.350 0.00 0.12 0.00 0.193
C 3.115 5.262 0.716 -0.02 0.00 0.04 -0.030
C -1.540 0.905 -0.710 0.18 0.01 0.10 -0.420
C -5.204 -4.024 3.706 -0.03 0.06 0.09 -0.070
C 2.770 2.805 0.887 0.05 0.05 -0.02 -0.187
C 1.826 -1.688 -4.208 -0.01 -0.07 0.04 -0.035
C 2.323 -2.058 -1.819 0.10 -0.12 -0.04 -0.170
C 4.968 3.661 0.134 -0.01 -0.02 0.04 -0.027
C 2.962 -1.815 -3.179 0.03 0.09 0.01 -0.534
C -6.095 -3.725 4.813 0.31 0.25 -0.19 -0.305
C -6.000 -2.496 5.518 0.31 0.00 -0.33 -0.304
C -0.284 2.264 -4.478 0.02 0.10 0.08 -0.544
C 3.449 3.902 0.084 0.05 -0.06 0.01 -0.550
C 2.795 1.440 4.442 -0.02 -0.03 -0.07 -0.048
C -4.150 -1.791 4.092 0.09 0.06 -0.06 -0.117
C -4.361 -5.412 1.956 0.03 -0.04 -0.07 -0.014
C 2.476 1.659 2.993 0.03 -0.08 0.24 -0.229
C 2.982 3.883 -1.366 -0.10 -0.02 -0.07 -0.060
C 1.799 -3.401 0.113 -0.01 -0.16 0.13 -0.219
C 3.891 -2.960 -3.576 0.04 -0.03 0.01 -0.051
C -5.239 -5.225 2.997 -0.10 -0.05 0.05 0.036
C -4.995 -1.508 5.165 -0.05 -0.12 -0.02 -0.070
C 3.756 -0.497 -3.120 -0.04 -0.06 0.05 -0.033
C 2.455 -3.251 -1.074 0.04 0.00 -0.08 0.097
C -2.549 1.428 -1.520 -0.24 0.03 -0.04 -0.198
C -3.975 1.460 -1.065 0.07 -0.02 0.05 -0.009
C -3.031 0.206 4.377 -0.01 -0.04 -0.07 -0.094
C 3.041 2.657 2.272 0.06 0.12 -0.02 0.080
C -1.086 1.480 -5.527 -0.03 -0.04 -0.01 -0.028
C 0.988 -2.318 0.562 0.07 -0.41 -0.05 -0.507
C -3.472 -4.389 1.639 -0.02 0.07 -0.01 -0.090
C 1.928 -4.654 0.928 -0.03 0.09 0.02 -0.048
C 1.207 2.034 -4.720 -0.07 -0.09 0.03 -0.041
C 1.581 0.784 2.300 0.19 0.08 -0.21 -0.532
C -4.823 -0.309 5.857 -0.12 0.01 0.09 0.035
C -0.589 3.767 -4.598 0.03 0.02 0.02 -0.026
C -0.717 1.798 -3.092 0.01 -0.10 -0.05 -0.167
C -4.268 -3.056 3.342 0.09 0.05 -0.08 -0.118
C -3.832 0.556 5.460 0.06 0.10 -0.01 -0.013
C -2.090 1.878 -2.727 -0.08 -0.01 -0.11 0.098
B 0.366 0.173 0.170 -0.22 0.11 0.07 -0.733
H -4.356 0.444 -0.930 0.03 0.04 -0.02 0.100
H -3.663 1.492 5.976 -0.01 -0.04 -0.04 0.120
H 1.462 0.974 -4.664 0.00 0.18 -0.03 0.052
H 4.551 -0.555 -2.370 -0.04 0.01 -0.06 0.093
H 3.354 -3.908 -3.679 0.05 0.06 0.00 0.092
H 1.255 -2.619 -4.282 0.03 0.05 0.00 0.096
H 1.145 -0.881 -3.929 0.04 -0.12 0.00 0.052
H -4.057 1.968 -0.101 0.00 0.00 -0.06 0.097
H -5.955 -5.985 3.282 0.01 0.01 -0.02 0.132
H -0.051 4.336 -3.835 -0.03 -0.03 -0.06 0.091
H 3.314 2.302 4.857 0.00 -0.02 -0.04 0.093
H -5.475 -0.083 6.693 0.04 -0.01 -0.02 0.133
H 0.962 -5.147 1.046 0.03 0.03 -0.02 0.089
H 5.223 2.677 -0.268 -0.01 0.06 0.01 0.094
H 2.245 -1.470 -5.193 -0.03 -0.01 0.06 0.100
H -0.758 1.775 -6.526 -0.03 -0.01 0.05 0.100
H -2.241 0.864 4.032 0.00 -0.04 0.02 0.109
H -1.656 3.985 -4.502 0.05 -0.01 -0.01 0.085
H 3.595 6.054 0.139 -0.02 -0.02 0.03 0.098
H 5.360 3.731 1.152 -0.01 -0.01 -0.07 0.085
H 3.510 4.659 -1.925 -0.04 -0.05 0.04 0.097
H 1.815 2.569 -3.995 0.08 0.05 0.07 0.073
H 2.620 -5.345 0.454 0.01 0.00 -0.01 0.092
H 1.461 2.395 -5.719 -0.02 -0.02 0.06 0.101
H 3.437 0.562 4.553 -0.05 0.02 0.00 0.101
H 1.895 1.252 5.028 0.00 0.03 -0.02 0.075
H 4.709 -3.091 -2.860 -0.07 0.01 -0.07 0.097
H -4.353 -6.330 1.384 0.00 0.04 0.01 0.120
H 4.337 -2.732 -4.545 -0.01 -0.03 0.04 0.098
H 3.723 3.344 2.757 -0.02 -0.02 -0.03 0.134
H -4.607 1.974 -1.786 0.01 0.00 0.01 0.094
H 4.220 -0.305 -4.090 -0.04 -0.01 0.05 0.098
H -0.920 0.404 -5.422 -0.01 0.05 -0.03 0.092
H 5.476 4.417 -0.468 -0.03 -0.03 0.04 0.097
H -2.777 -4.496 0.814 -0.01 0.01 0.05 0.119
H -0.265 4.125 -5.577 -0.04 -0.02 0.05 0.099
H 2.037 5.445 0.713 0.07 -0.01 -0.01 0.095
H -2.798 2.288 -3.439 0.09 0.02 0.06 0.135
H 2.289 -4.423 1.934 -0.01 -0.01 -0.06 0.091
H 3.475 5.340 1.745 -0.02 0.01 -0.08 0.083
H -2.160 1.673 -5.463 0.07 -0.02 -0.03 0.083
H 3.099 0.337 -2.869 0.04 -0.03 -0.01 0.059
H 1.907 4.074 -1.432 0.07 -0.02 -0.04 0.081
H 3.182 2.916 -1.830 -0.01 0.04 -0.03 0.070
H 3.085 -4.050 -1.441 -0.04 0.02 0.00 0.127
```
Forces are in eV/Å.

***

Entry 2:
ORCA calculation (ωB97M-V/def2-TZVPD) on C39H45MnN5P2 as an isolated structure at a distorted geometry.

Summary:
LUMO level (alpha / beta) = -0.22 / -0.88 eV
calculated total energy = -98517.8558 eV
frontier orbital gap (alpha / beta) = 0.21187 / 0.21761 hartree
2S+1 = 6
<S²> = 8.777
total charge = 0
HOMO level (alpha / beta) = -5.99 / -6.81 eV
molecular weight = 700.7 Da

Geometry as XYZ:
```
92
Properties=species:S:1:pos:R:3:forces:R:3:lowdin_charge:R:1
Mn -0.060 -0.209 -0.058 1.14 -0.25 -0.76 0.476
P -1.951 0.459 1.221 -1.69 -0.22 1.82 0.993
P -0.043 2.252 -0.476 0.37 2.56 -1.99 1.043
N -3.496 -0.292 0.822 0.45 0.18 0.06 -0.232
N -0.845 2.749 -1.979 -0.25 -0.02 0.19 -0.232
N -1.778 0.179 2.980 0.06 -0.06 -0.34 -0.206
N 1.821 -0.673 -0.534 0.18 0.50 0.12 -0.097
N 1.338 3.333 -0.613 0.11 0.10 0.52 -0.235
C -0.920 1.964 -3.134 -0.78 0.38 -0.21 -0.124
C -7.630 4.482 -2.509 0.12 0.05 -0.38 -0.186
C -6.398 4.543 -0.312 -0.05 -0.23 0.19 -0.117
C 4.179 -0.311 0.052 0.18 0.05 0.43 -0.062
C -6.986 5.776 -3.072 -0.46 -0.16 -0.39 -0.202
C 2.457 -0.307 1.778 0.40 -0.02 -0.44 -0.060
C 3.444 -0.092 2.737 0.23 0.11 -0.02 -0.098
C 1.389 4.627 -1.152 0.78 0.01 0.29 -0.126
C -3.682 -1.172 -0.248 -0.82 -0.13 0.26 -0.147
C -1.702 1.147 3.982 -0.07 -0.44 0.54 -0.149
C 2.820 -0.470 0.415 0.20 0.02 -0.60 -0.313
C 2.659 5.148 -0.950 -0.92 -0.98 0.18 -0.084
C 1.980 -3.047 -4.006 -0.01 0.16 0.08 -0.114
C -2.354 2.232 1.130 -0.50 0.40 0.22 -0.365
C -1.703 3.835 -2.161 -0.62 -0.34 -0.61 -0.160
C -6.209 6.034 -0.244 0.32 0.38 0.36 -0.200
C -1.292 -0.867 4.934 -0.35 0.30 -1.04 -0.083
C -1.493 -1.057 3.572 0.05 0.44 0.69 -0.129
C -5.491 5.736 -3.213 0.51 0.19 0.12 -0.108
C -4.900 6.552 -0.899 -0.16 -0.08 0.46 -0.185
C -5.004 -1.587 -0.252 0.94 0.55 0.22 -0.083
C -6.993 3.866 -1.292 -0.31 0.00 0.29 -0.111
C -0.578 -2.056 0.514 -0.83 -1.39 -0.07 -0.288
C 2.579 3.076 -0.029 0.29 0.51 -0.21 -0.123
C -4.590 6.060 -2.278 -0.30 0.24 -0.67 -0.126
C -1.436 0.530 5.196 -0.16 0.11 -1.11 -0.089
C 5.156 -0.132 1.032 -0.39 -0.01 0.10 -0.091
C 1.950 -1.386 -1.721 0.36 -0.02 0.65 -0.290
C -1.110 3.078 0.782 -0.05 0.15 0.18 -0.349
C 0.849 -1.402 -2.616 0.56 -0.14 -0.09 -0.083
C 3.078 -2.188 -2.010 -0.28 -0.27 -0.64 -0.036
C 3.087 -2.994 -3.150 -0.39 0.26 0.17 -0.091
C -5.669 -0.928 0.832 1.16 0.54 0.30 -0.084
C 3.415 4.162 -0.235 -0.94 -0.50 -0.03 -0.081
C 0.869 -2.236 -3.735 0.17 -0.08 0.15 -0.097
C -2.372 3.697 -3.370 0.88 -0.27 0.84 -0.070
C -1.865 2.512 -3.992 0.65 -0.08 0.90 -0.070
C -4.723 -0.132 1.469 -0.36 -0.58 -0.56 -0.127
C 4.801 -0.040 2.383 -0.22 0.04 -0.03 -0.110
H -2.795 2.551 2.083 -0.02 0.15 -0.35 0.069
H -7.379 5.874 -4.095 -0.06 0.15 0.32 0.108
H -5.154 5.454 -4.217 0.12 -0.01 0.41 0.101
H -6.118 6.284 0.824 -0.18 0.10 -0.26 0.107
H -7.132 2.779 -1.203 0.23 0.43 0.06 0.104
H -6.705 -1.045 1.116 0.16 0.10 0.01 0.093
H -2.174 2.124 -4.951 0.18 -0.04 0.08 0.096
H -2.850 -1.433 -0.888 -0.17 -0.02 0.10 0.092
H 4.466 -0.310 -1.004 -0.17 0.02 0.52 0.110
H -7.346 6.649 -2.517 0.26 -0.17 -0.19 0.099
H -1.098 -1.639 5.666 0.02 0.04 -0.18 0.095
H -1.849 2.189 3.750 0.00 -0.08 0.16 0.087
H -1.760 4.629 -1.431 -0.15 -0.17 -0.10 0.088
H 1.985 -3.710 -4.874 -0.01 0.29 0.27 0.095
H -5.437 -2.300 -0.941 0.06 0.14 0.03 0.095
H 0.007 -2.260 -4.400 0.17 0.01 0.12 0.100
H -0.483 3.225 1.681 -0.09 -0.10 -0.37 0.096
H -3.138 4.361 -3.747 0.24 -0.13 0.02 0.067
H 3.934 -2.199 -1.340 -0.37 -0.11 -0.21 0.092
H 2.737 2.135 0.478 0.17 0.03 -0.07 0.085
H -7.065 6.602 -0.625 0.15 -0.33 0.16 0.099
H 0.530 5.060 -1.628 0.01 -0.02 -0.14 0.087
H -3.143 2.340 0.366 0.33 -0.06 0.12 0.095
H -3.526 6.077 -2.540 -0.38 -0.12 0.01 0.087
H -0.212 -2.684 -0.316 -0.10 -0.12 0.39 -0.001
H -0.267 1.113 -3.256 -0.13 0.03 0.02 0.085
H -1.643 -2.261 0.669 0.30 -0.46 0.17 -0.044
H -8.694 4.703 -2.314 0.26 -0.20 -0.02 0.118
H 6.201 -0.059 0.738 -0.19 0.05 0.06 0.101
H 5.572 0.096 3.147 -0.33 -0.04 -0.26 0.096
H -0.024 -0.752 -2.423 0.39 -0.42 -0.15 0.057
H 3.008 6.116 -1.277 -0.09 -0.06 -0.01 0.092
H -4.934 7.655 -0.899 0.12 -0.29 0.03 0.120
H -7.611 3.737 -3.318 -0.08 0.07 0.21 0.107
H 1.398 -0.370 2.076 0.43 -0.07 -0.06 0.081
H -4.070 6.266 -0.236 -0.07 0.12 -0.14 0.100
H 3.972 -3.589 -3.359 -0.17 0.00 0.01 0.099
H 4.445 4.251 0.083 -0.15 -0.12 -0.01 0.095
H -4.804 0.528 2.319 -0.03 -0.11 0.02 0.106
H -6.034 4.012 0.577 -0.07 -0.04 -0.48 0.098
H -0.014 -2.281 1.434 -0.05 -0.06 -0.34 -0.008
H -1.382 1.024 6.156 0.09 -0.02 -0.17 0.094
H -1.416 4.073 0.425 0.21 -0.34 0.26 0.071
H -1.445 -1.957 2.979 -0.12 0.10 0.05 0.088
H 3.152 0.039 3.780 0.08 -0.09 -0.25 0.102
```
Forces are in eV/Å.